Molecular formula: C30H57N3O6
Method: DFT, ωB97M-V/def2-TZVPD

Geometry as XYZ:
```
96
Properties=species:S:1:pos:R:3:forces:R:3:mulliken_charge:R:1
C 0.62787 4.33159 1.82104 0.1492 0.9654 -0.4806 -0.06
C 1.51095 5.49888 1.48218 0.7725 0.2641 0.0825 0.12
N 2.23336 6.37583 1.22934 -1.3182 -1.4342 0.3864 -0.40
H 1.10593 3.58978 2.46078 0.1860 0.2217 -0.1222 0.25
H 0.31761 3.85484 0.89123 0.1253 -0.0671 0.0476 -0.10
H -0.27935 4.70155 2.29874 0.0617 -0.0019 0.0921 0.20
C 0.76375 -4.03752 0.25837 -0.8101 0.6357 0.2833 0.11
C 0.51943 -5.25544 -0.49887 1.2828 0.3936 0.4271 0.14
N 0.45567 -6.18785 -1.15490 -0.3691 -0.6189 -0.3592 -0.41
H 1.41036 -3.32369 -0.25199 -0.1313 -0.1750 -0.3482 -0.04
H 1.16912 -4.12581 1.26633 -0.0241 -0.6886 -0.1189 0.29
H -0.23355 -3.61222 0.37065 0.0802 0.5152 0.1171 -0.07
C -5.42654 3.72560 -1.66479 0.6805 0.1638 -0.1045 -0.85
C -4.43297 2.65038 -1.62933 1.3848 -1.5055 -0.3525 0.44
N -3.63657 1.79917 -1.62176 -1.6076 1.5765 0.0381 -0.44
H -6.42716 3.30773 -1.77544 0.0449 0.2293 0.3712 0.26
H -5.23005 4.40806 -2.49167 0.0306 -0.2889 -0.2588 0.33
H -5.23955 4.34549 -0.78794 -0.6264 -0.1700 0.2723 0.27
C 3.43794 -1.81410 2.24025 0.1643 1.5544 -0.6418 0.86
C 3.51704 -0.70045 3.33843 -0.4100 0.5498 -1.0089 -0.55
C 3.63020 -1.50399 4.61660 -0.6159 -0.1069 -2.1245 -0.49
O 4.57809 -2.42525 4.14167 1.8750 -2.2274 0.4439 -0.47
C 4.27524 -2.93884 2.75805 -1.2456 0.9700 3.3211 -0.35
H 3.85397 -1.60526 1.25465 -0.3865 0.8956 -0.1155 -0.57
H 2.36767 -1.99033 2.13258 0.0531 -0.6184 -0.1477 -0.12
H 2.67817 -0.01265 3.23199 -0.0428 0.0197 0.1119 0.24
H 4.44492 -0.13041 3.29184 -0.0018 0.0847 -0.2864 0.28
H 2.70886 -2.03097 4.86466 -0.3275 0.0669 0.2485 0.27
H 3.93921 -0.86663 5.44507 0.5356 -0.5443 0.0665 0.37
H 3.59742 -3.78444 2.87478 0.6514 -0.6764 -0.0444 0.23
H 5.22668 -3.15101 2.27035 -0.2608 0.0421 0.1173 0.32
C -5.21643 2.23332 3.17435 -0.1940 -0.6517 -0.7872 -0.52
C -5.36100 3.57051 3.84489 -0.3451 0.1276 1.0089 -0.77
C -3.86700 3.99068 4.01365 -1.8597 -0.5538 -0.9879 -0.39
O -3.31330 3.42213 2.83125 2.7578 0.3051 -0.5031 -0.41
C -4.02778 2.35694 2.19762 -1.8579 1.3189 1.8585 1.18
H -6.07605 1.90395 2.59067 -0.3151 -0.1357 0.4820 0.42
H -4.97644 1.54628 3.98581 -0.0096 -0.5470 -0.3545 0.29
H -5.88653 3.44798 4.79194 0.2222 -0.0513 0.2702 0.36
H -6.05546 4.20978 3.29975 0.7192 0.5834 -0.3946 0.29
H -3.39464 3.61743 4.92230 -0.1194 -0.4920 0.0361 0.31
H -3.73502 5.07187 4.05482 0.1330 0.0128 -0.5524 0.26
H -3.60117 1.35900 2.09662 0.9782 0.4916 0.0335 -0.61
H -4.32827 2.75540 1.22859 -0.0443 -0.3406 -0.1650 -0.49
C -3.41832 -1.31088 1.52349 0.1458 -2.0808 -0.5375 0.23
C -4.85467 -1.72056 1.40100 -1.5040 0.7013 0.5572 -0.75
C -5.00468 -2.78253 2.46881 -2.7782 -0.9305 0.1963 -0.61
O -3.76860 -3.32349 2.90042 -0.4448 1.8507 -1.2051 -0.47
C -2.92298 -2.73920 1.88863 1.7426 0.2576 1.1119 -0.46
H -3.17055 -0.64340 2.34882 -0.1902 0.1179 -0.2378 0.27
H -2.99956 -1.04127 0.55393 0.2039 0.4611 0.2541 0.05
H -5.18245 -2.16503 0.46126 0.8057 0.2345 -0.3598 0.33
H -5.63423 -0.99093 1.62014 0.2616 0.5595 -0.1231 0.23
H -5.66446 -3.50886 1.99423 0.2931 -0.9377 0.1189 0.31
H -5.68043 -2.41857 3.24275 0.7602 0.0884 0.8716 0.37
H -2.94887 -3.42006 1.03782 0.3698 0.1792 -0.2930 0.30
H -1.94736 -2.63236 2.36281 0.3550 -0.5682 -0.3630 0.27
C 0.36054 0.46490 -0.82239 -1.0690 0.0399 -0.8230 -0.66
C -0.77264 1.21250 -0.08293 0.3722 -0.8989 -0.4715 0.16
C -0.41144 0.91355 1.37981 0.0073 1.1955 -1.5035 -0.14
O 1.00985 0.95861 1.36746 0.0863 -0.9365 1.2468 -0.36
C 1.53717 0.50122 0.11183 -0.7627 0.8756 -0.1140 0.42
H 0.63280 0.91131 -1.77878 -0.2267 0.1076 -0.0444 0.11
H 0.01914 -0.54196 -1.06275 0.2030 -0.2201 0.1535 0.31
H -1.74754 0.79037 -0.32679 0.0399 0.3873 -0.1942 0.01
H -0.69581 2.24641 -0.41939 -0.3978 0.2239 0.6353 0.21
H -0.86242 -0.04106 1.65081 0.3378 -0.3090 0.2663 -0.03
H -0.80322 1.70169 2.02282 0.2174 -0.1170 0.3513 0.14
H 1.97478 -0.49520 0.05069 0.6430 0.2570 0.8638 -0.56
H 2.18678 1.33669 -0.14915 0.6407 -0.5934 -0.3109 0.31
C 2.04379 -0.59862 -6.51401 0.3210 -0.4561 0.3230 -0.12
C 1.59506 0.82088 -6.53101 -0.6920 1.9108 -0.3356 -0.72
C 0.26054 0.85987 -5.75301 1.3272 -2.3280 0.6397 -0.02
O -0.12656 -0.54089 -5.74856 -0.9449 -1.1910 -0.2035 -0.41
C 0.72425 -1.31080 -6.61403 -0.7351 1.5537 -1.0003 -0.50
H 2.51291 -0.77940 -5.54688 0.4508 -0.4586 -0.2049 0.01
H 2.65279 -0.76144 -7.40323 0.4508 -0.4076 0.4316 0.31
H 1.41922 1.10386 -7.56884 -0.1000 0.1767 -0.0983 0.32
H 2.32169 1.53316 -6.14014 0.0374 -0.0591 0.0787 0.35
H -0.52717 1.51190 -6.13043 0.1239 -0.0747 0.0246 0.29
H 0.44807 0.90498 -4.68020 -0.0812 1.4357 0.0221 -0.10
H 0.37837 -1.07502 -7.62045 -0.1573 -0.3275 -0.5526 0.28
H 0.65225 -2.39601 -6.54174 0.0091 0.2166 0.9163 0.33
C 6.20038 -0.97992 -2.26761 0.0094 0.8929 -0.2785 -0.71
C 5.62514 -2.20252 -2.93432 -0.9119 -0.6159 0.2016 -0.49
C 4.39481 -2.52556 -2.06983 0.7842 0.8115 0.8108 -0.50
O 3.95040 -1.21147 -1.65673 -0.7869 1.0307 0.1150 -0.24
C 4.99444 -0.20058 -1.63459 1.9268 -2.6186 -0.8890 -0.37
H 6.66234 -0.38990 -3.05918 0.3592 0.2151 0.3181 0.34
H 6.94460 -1.24101 -1.51523 0.0084 -0.0294 -0.0633 0.32
H 6.41353 -2.95112 -3.01266 -0.4224 -0.3429 -0.0937 0.34
H 5.20387 -1.97576 -3.91372 0.4109 0.0925 -0.2169 0.20
H 4.61799 -3.09639 -1.16848 0.4550 -0.0809 0.2113 0.20
H 3.56078 -3.07133 -2.51101 0.0314 0.4215 -0.5208 0.36
H 5.33369 0.05761 -0.63141 -0.7718 0.2299 0.1902 0.25
H 4.88739 0.67628 -2.27315 -1.1794 -0.0348 0.2714 0.31
```
Positions in Å, forces in eV/Å.

## Properties
HOMO: -9.35 eV
SMILES: C1CCOC1.C1CCOC1.C1CCOC1.C1CCOC1.C1CCOC1.C1CCOC1.CC#N.CC#N.CC#N
Energy relative to the best compared isomer or geometry (same formula, charge and spin): 0.0 kcal per mole
Largest force on an atom: 0.07151 Eh/bohr
Frontier orbital gap: 9.6536 eV

Molecular formula: C30H58BIN2O5P
Method: DFT, ωB97M-V/def2-TZVPD

Geometry as XYZ:
```
98
Properties=species:S:1:pos:R:3:forces:R:3:mulliken_charge:R:1
C 4.51843 2.60690 2.39812 0.3266 -0.3133 0.5277 -0.94
C 5.72469 1.56667 1.97603 0.8746 1.4550 -0.2505 0.34
C 6.33661 2.02952 0.52913 -0.3390 -0.6516 -0.9997 -1.00
C 5.40414 1.54875 -0.77380 0.4306 0.3144 1.0661 0.18
C 6.30840 1.87413 -2.10152 -0.5204 0.9010 -0.4730 -0.64
C 6.16230 0.80800 -3.33250 -0.4306 0.0942 -0.2888 -0.83
C 6.18878 -0.77386 -2.90487 0.1255 -0.2203 -1.3016 -0.45
C 7.42977 -1.22047 -1.93769 0.6220 1.0026 0.1480 -0.63
C 7.03143 -1.62081 -0.40441 0.3309 -0.9642 0.5418 -0.14
C 5.68676 -2.53816 -0.23432 -0.5089 1.2408 0.8416 -0.25
C 5.47573 -2.85081 1.39020 -1.0399 0.5499 -1.1636 -0.16
C 4.24744 -3.92219 1.57139 -0.1170 0.2767 -0.0747 -0.68
C 2.75659 -3.32282 1.17865 -0.2197 -1.0211 -0.1554 -0.31
C 1.71668 -4.61851 1.07957 0.0189 0.2112 1.2191 -0.75
C 0.22809 -4.22603 0.51285 -0.2075 -0.6744 -0.6378 -0.04
C -0.23233 -5.08381 -0.82937 -0.2547 0.3346 -0.3958 -0.60
C -1.83185 -5.56302 -0.76132 0.5753 -0.6422 -0.2837 -0.35
C -2.75102 -4.87535 -1.93474 -0.6911 0.0136 -0.1141 -0.77
C -3.72734 -3.65893 -1.40606 0.5868 0.4688 -0.0601 -0.23
C -2.76397 -2.31374 -1.19602 -0.4606 -0.3930 1.0919 0.12
C -3.62170 -1.09129 -0.50389 -1.5382 2.0466 1.6145 0.47
C -4.24998 -1.32069 1.01092 -1.2231 3.7163 -2.6275 -0.22
P -3.69723 -2.70199 2.21875 -0.8801 -0.8770 0.9092 -0.01
O -4.67750 -2.63099 3.67955 2.2971 2.6085 -1.6111 -0.52
I -1.42382 -2.02096 3.04777 -1.0401 0.3232 -0.2879 0.07
N -5.35715 -0.37313 1.50062 2.1337 2.5459 -2.5682 -0.06
C -5.50504 1.05723 0.98913 2.5964 -0.8043 -1.8479 0.31
C -6.59411 2.09576 1.68198 -0.1734 -1.4867 -0.1956 -0.97
C -4.53413 1.57756 -0.25523 -0.6680 -3.9560 0.3139 0.18
C -4.24293 3.16441 -0.61344 0.4538 -0.8034 0.1445 -0.30
N -4.15638 4.04839 0.64674 -1.2247 -1.4865 -0.8235 -0.58
C -3.89043 0.36704 -1.20954 -0.9500 -0.3648 3.1695 0.03
O -3.54836 0.61949 -2.62556 -4.0477 -0.9788 2.5447 -0.57
B -4.84614 0.62270 -3.44020 -0.6877 0.4504 -1.2891 0.52
O -4.74178 0.75574 -4.90901 0.2951 1.9749 3.2971 -0.51
O -6.19753 0.46461 -2.84405 2.8649 1.7786 -0.6150 -0.45
H 4.63934 2.82980 3.56089 -0.6926 -0.5971 -2.4796 0.31
H 4.60700 3.66781 1.86449 -0.1601 -2.4893 0.9408 0.23
H 3.49555 2.08762 2.14089 1.8523 1.3606 0.6877 0.23
H 5.38745 0.43448 1.94697 0.6298 2.4119 0.1015 -0.40
H 6.60071 1.70922 2.77104 -1.9067 -0.5671 -1.6783 0.30
H 6.42387 3.20780 0.41729 0.0291 -2.4659 0.5936 0.39
H 7.40369 1.52998 0.33679 -2.2515 1.1915 0.5724 0.36
H 5.14294 0.41948 -0.61036 0.6482 2.0016 -0.5797 -0.20
H 4.35928 2.12619 -0.75467 2.3540 -1.1267 -0.2062 0.36
H 5.91766 2.92280 -2.51761 0.9493 -2.2059 0.8306 0.33
H 7.43779 2.07878 -1.79098 -2.4014 -0.7390 -0.6325 0.34
H 6.96898 1.02131 -4.18305 -1.6243 -0.4019 1.9928 0.28
H 5.10174 1.00760 -3.83228 2.2140 -0.4524 0.9746 0.28
H 6.32546 -1.38556 -3.92142 -0.4550 1.3338 2.1541 0.30
H 5.11921 -1.04411 -2.51599 2.1954 0.3512 -0.4354 0.27
H 8.09791 -2.05921 -2.46169 -1.7332 1.6563 1.2860 0.35
H 8.15501 -0.27518 -1.85991 -1.4699 -2.0252 -0.1678 0.27
H 6.90179 -0.69080 0.32393 0.2725 -1.8224 -1.7978 -0.17
H 7.93782 -2.24708 0.05368 -1.8644 1.3484 -0.9913 0.38
H 4.75288 -1.85507 -0.52742 1.9570 -1.5808 0.4325 -0.14
H 5.64403 -3.49828 -0.90127 0.3314 1.7304 1.3131 0.34
H 6.49505 -3.17935 1.86520 -2.1244 0.5095 -0.7691 0.34
H 5.09545 -1.81705 1.84580 1.1142 -2.2006 -0.6908 -0.17
H 4.44500 -4.82800 0.83224 -0.3551 1.6842 1.7998 0.27
H 4.17371 -4.27127 2.70580 0.2575 0.4801 -2.5137 0.31
H 2.71823 -2.78121 0.13736 0.3346 -0.9313 2.0279 0.24
H 2.37492 -2.58542 2.01864 0.7667 -1.4140 -1.7336 0.10
H 2.20914 -5.53246 0.49949 -1.0881 2.1444 1.0203 0.30
H 1.56942 -4.99001 2.19837 0.3626 0.6102 -2.3254 0.21
H -0.59752 -4.46324 1.33986 1.9095 0.7653 -1.7451 0.06
H 0.20350 -3.08911 0.19166 0.0061 -2.1785 0.9775 0.18
H 0.44193 -6.03409 -1.03091 -1.3430 1.9916 0.6993 0.36
H -0.09564 -4.39306 -1.79160 -0.2684 -1.4793 2.0494 0.21
H -2.29996 -5.37494 0.31815 1.0096 -0.2980 -2.3331 0.21
H -1.79191 -6.74407 -0.92116 -0.4045 2.6145 0.3360 0.32
H -3.45764 -5.66576 -2.45278 1.5033 1.4847 1.1456 0.32
H -2.05981 -4.43932 -2.78492 -1.3507 -0.8922 1.6809 0.34
H -4.20983 -3.86845 -0.35541 0.9173 0.0872 -2.1184 0.18
H -4.59718 -3.46686 -2.18182 1.8665 -0.2266 1.5694 0.28
H -2.21773 -2.03488 -2.19171 -1.2581 -0.1386 1.9881 0.50
H -1.94274 -2.64415 -0.40273 -1.5927 0.8222 -1.6491 -0.55
H -4.32592 -1.83806 4.21504 -0.8798 -1.6747 -0.8100 0.39
H -6.03501 -0.65599 2.27434 1.5631 0.3290 -1.3144 0.37
H -6.04206 2.91128 2.29759 -0.9964 -1.5073 -1.2200 0.23
H -7.29272 2.58173 0.85013 1.7301 -1.0727 1.8383 0.28
H -7.27577 1.44867 2.41537 1.4672 1.4828 -1.6089 0.35
H -3.17535 3.21511 -1.16646 -2.5937 -0.3680 1.2221 0.25
H -5.06309 3.50719 -1.35688 1.3975 -0.2997 1.3578 0.25
H -4.00993 3.41775 1.46582 0.0566 0.7913 -0.9472 0.30
H -5.06601 4.53539 0.82240 0.9606 -0.5457 -0.3083 0.21
H -4.60250 1.72879 -5.17773 -0.1109 -2.2919 0.5206 0.33
H -6.68609 1.34174 -2.79538 0.8414 -1.6909 -0.3612 0.31
C -7.63281 8.39663 1.12075 -0.3265 -0.4176 -0.1753 -1.10
C -6.70600 7.35675 1.69151 -0.2168 -1.1078 -0.1195 0.83
O -6.93389 6.15561 1.55711 0.3377 1.0153 0.0442 -0.56
C -5.48972 7.84345 2.43294 0.1349 -0.4987 0.0826 -1.06
H -8.46662 7.90010 0.61313 0.1946 0.1038 0.1263 0.28
H -8.03350 9.01877 1.92503 0.1632 0.1253 -0.1241 0.34
H -7.09756 9.01247 0.39376 -0.0235 0.1302 0.2026 0.34
H -5.79490 8.44090 3.29569 0.0846 0.1443 -0.1695 0.35
H -4.85891 8.43466 1.76435 -0.1068 0.1457 0.1543 0.32
H -4.91329 6.98286 2.78875 -0.1237 0.1914 -0.0824 0.27
```
Positions in Å, forces in eV/Å.

## Properties
HOMO: -11.51 eV
Charge: +1
Energy relative to the best compared isomer or geometry (same formula, charge and spin): 223.3 kcal per mole
Largest force on an atom: 0.09491 Eh/bohr
Frontier orbital gap: 6.6424 eV

Which of these has the highest frontier orbital gap? C30H57N3O6

Number 2 is which compound? C30H58BIN2O5P